1.
{
  "formula": "C5H9NO",
  "method": "wB97M-V/def2-TZVPD",
  "relative_energy_kcal_mol": 124.5,
  "e_homo_ha": -0.294,
  "homo_lumo_gap_ev": 8.350,
  "charge": 0,
  "e_tot_ha": -325.73921,
  "species": ["O", "N", "C", "C", "C", "C", "C", "H", "H", "H", "H", "H", "H", "H", "H", "H"],
  "coordinates": [[1.018, 0.830, 0.475], [-1.092, -0.609, 2.817], [0.788, -0.922, -0.298], [-0.142, -0.126, 2.369], [-0.600, -0.810, -0.860], [1.067, 0.553, 1.867], [-0.909, 0.193, -1.978], [1.216, 1.483, 2.425], [-1.348, -0.742, -0.057], [-0.879, 1.233, -1.623], [-0.178, 0.105, -2.789], [0.273, 1.419, 0.274], [-1.908, 0.034, -2.398], [1.489, -0.674, -1.120], [-0.721, -1.835, -1.254], [1.919, -0.112, 2.001]],
  "forces_ev_per_angstrom": [[-0.1964, 0.0801, -0.0860], [0.9006, 0.5274, -0.4411], [-0.1371, 0.0700, -0.3183], [-0.7966, -0.4157, 0.3963], [-0.0141, -0.0396, 0.0967], [0.1042, 0.0237, 0.1959], [0.0660, 0.0675, -0.0591], [-0.0152, -0.1287, -0.0299], [0.1133, -0.0502, -0.1221], [0.0002, -0.1556, -0.0390], [-0.1074, 0.0152, 0.1102], [0.0848, -0.1199, 0.0310], [0.1338, 0.0325, 0.0791], [-0.0898, -0.0378, 0.1181], [0.0412, 0.0584, 0.0349], [-0.0876, 0.0726, 0.0332]],
  "lowdin_charge": [-0.11, 0.17, 0.03, -0.20, -0.37, -0.21, -0.12, 0.13, 0.08, 0.06, 0.07, 0.12, 0.07, 0.03, 0.12, 0.13]
}

2.
{
  "formula": "C5H9NO",
  "method": "wB97M-V/def2-TZVPD",
  "relative_energy_kcal_mol": 68.7,
  "e_homo_ha": -0.318,
  "homo_lumo_gap_ev": 9.699,
  "smiles": "O=CN1CCCC1",
  "charge": 0,
  "e_tot_ha": -325.82813,
  "species": ["O", "N", "C", "C", "C", "C", "C", "H", "H", "H", "H", "H", "H", "H", "H", "H"],
  "coordinates": [[2.660, -0.388, 0.392], [0.675, 0.206, -0.726], [0.204, 1.286, 0.252], [-1.052, 0.739, 0.918], [-0.114, -0.963, -0.716], [2.165, -0.018, -0.615], [-1.328, -0.733, 0.265], [-2.152, 1.190, 0.556], [-2.231, -1.032, -0.216], [-1.038, 0.549, 1.994], [2.609, 0.143, -1.632], [-1.107, -1.574, 1.004], [0.312, -1.921, -0.453], [-0.013, 2.236, -0.335], [-0.522, -1.254, -1.679], [0.931, 1.534, 0.989]],
  "forces_ev_per_angstrom": [[0.9963, 0.0776, 0.3305], [2.5242, 2.1497, 0.7697], [-1.2284, -0.1302, -1.8037], [-4.6246, -1.8537, -2.1655], [-2.4123, -1.1417, 0.0248], [-3.0451, -0.0571, -1.3484], [3.6243, -1.0890, 1.4844], [3.2163, -0.1001, 1.4046], [-0.9561, 0.7252, -0.1779], [0.1428, 0.6992, -0.2187], [0.4365, -0.1405, 0.8948], [-0.7882, 1.3632, -0.2813], [1.1851, 0.0786, 0.6590], [0.2242, -1.2011, 0.6636], [-0.1181, 0.6615, -0.7560], [0.8230, -0.0417, 0.5201]],
  "lowdin_charge": [0.10, -0.12, -0.16, -0.15, -0.25, -0.25, -0.14, 0.15, 0.08, 0.09, 0.14, 0.11, 0.10, 0.12, 0.10, 0.09]
}

3.
{
  "formula": "C5H9NO",
  "method": "wB97M-V/def2-TZVPD",
  "relative_energy_kcal_mol": 73.7,
  "e_homo_ha": -0.324,
  "homo_lumo_gap_ev": 9.555,
  "charge": 0,
  "e_tot_ha": -325.82003,
  "species": ["O", "N", "C", "C", "C", "C", "C", "H", "H", "H", "H", "H", "H", "H", "H", "H"],
  "coordinates": [[0.364, 2.119, -0.629], [1.031, -2.458, 0.351], [-0.609, 0.248, 0.544], [1.839, -2.286, 1.188], [1.826, 0.394, -0.367], [-1.901, 0.071, -0.263], [0.581, 0.837, -0.191], [2.569, 1.127, -0.637], [2.180, -0.612, -0.319], [0.432, -2.252, -0.426], [-1.850, -0.801, -0.924], [-0.460, 2.442, -0.254], [-0.800, 0.970, 1.353], [-2.756, -0.065, 0.410], [-2.102, 0.945, -0.889], [-0.345, -0.679, 1.054]],
  "forces_ev_per_angstrom": [[-0.2503, 0.2382, 0.1610], [0.7064, 0.0221, 0.6960], [0.1443, 0.0323, 0.0403], [-0.7905, -0.6155, -0.5676], [-0.0351, 0.1770, -0.1822], [0.0245, 0.0161, -0.0692], [0.1614, -0.0973, 0.0976], [-0.0241, 0.1374, -0.4464], [-0.1470, 0.0235, 0.4293], [0.0580, -0.2145, 0.0595], [0.0058, 0.1427, 0.0556], [-0.0500, 0.1464, 0.0185], [-0.0065, -0.0911, -0.0626], [0.1918, -0.0077, -0.1543], [-0.0206, -0.1178, 0.0458], [0.0319, 0.2081, -0.1215]],
  "lowdin_charge": [0.02, 0.03, -0.21, -0.03, 0.05, -0.09, -0.41, 0.07, -0.01, 0.08, 0.07, 0.09, 0.12, 0.08, 0.07, 0.07]
}

4.
{
  "formula": "C5H9NO",
  "method": "wB97M-V/def2-TZVPD",
  "relative_energy_kcal_mol": 85.6,
  "e_homo_ha": [-0.337, -0.337],
  "homo_lumo_gap_ev": [7.736, 7.736],
  "charge": 0,
  "e_tot_ha": -325.80110,
  "species": ["O", "N", "C", "C", "C", "C", "C", "H", "H", "H", "H", "H", "H", "H", "H", "H"],
  "coordinates": [[-1.056, 2.000, -0.252], [0.774, 1.645, 1.157], [1.380, -0.374, 0.310], [-1.025, -0.986, 0.798], [-0.183, 1.333, 0.286], [-0.122, -0.349, -1.519], [-0.010, -0.174, -0.004], [-0.980, 0.285, -1.759], [-0.268, -1.394, -1.804], [-0.926, -2.062, 0.618], [0.752, 0.057, -2.045], [1.702, -1.324, 0.758], [-2.029, -0.669, 0.497], [0.782, 2.661, 1.350], [-0.926, -0.792, 1.872], [2.136, 0.143, -0.262]],
  "forces_ev_per_angstrom": [[0.3380, 0.0179, 0.3982], [-0.1053, -0.3099, -0.1351], [0.0508, 0.3773, 0.2317], [-0.0321, -0.0182, -0.0369], [-0.2052, -0.0926, -0.2355], [-0.2188, -0.0188, -0.3126], [-0.0276, -0.1101, -0.2181], [-0.1309, -0.1870, -0.3554], [-0.0585, 0.1588, -0.0456], [-0.0030, 0.1447, -0.0120], [-0.2456, -0.0863, 0.0819], [0.0718, 0.7171, 0.7609], [0.1231, -0.1121, 0.0315], [0.4794, -0.5005, 0.1222], [0.0637, -0.0167, -0.2332], [-0.0995, 0.0364, -0.0420]],
  "lowdin_charge": [0.05, 0.14, 0.23, -0.02, -0.63, -0.02, -0.58, 0.09, 0.09, 0.08, 0.10, 0.11, 0.10, 0.07, 0.09, 0.09]
}

5.
{
  "formula": "C5H9NO",
  "method": "wB97M-V/def2-TZVPD",
  "relative_energy_kcal_mol": 61.2,
  "e_homo_ha": -0.378,
  "homo_lumo_gap_ev": 11.104,
  "smiles": "C=C(CO)CC#N.[H][H]",
  "charge": 0,
  "e_tot_ha": -325.84001,
  "species": ["O", "N", "C", "C", "C", "C", "C", "H", "H", "H", "H", "H", "H", "H", "H", "H"],
  "coordinates": [[1.547, -0.835, 0.546], [-0.776, 1.256, 2.724], [-0.990, 0.764, 1.699], [1.317, 0.414, -0.087], [-0.101, 0.541, -0.592], [-0.392, 0.977, -1.813], [-1.186, 0.135, 0.386], [0.393, 1.221, -2.525], [-1.417, 1.108, -2.150], [-2.178, 0.397, 0.005], [0.220, -2.759, 0.046], [-0.301, -3.294, 0.044], [1.529, 1.239, 0.609], [2.014, 0.501, -0.926], [-1.161, -0.951, 0.533], [1.481, -0.713, 1.501]],
  "forces_ev_per_angstrom": [[-0.0106, -0.0069, 0.2384], [-0.2040, -0.4904, -0.9816], [0.2050, 0.4134, 0.8810], [0.0234, 0.2798, -0.1518], [-0.0230, 0.0631, -0.1934], [0.0348, -0.0582, 0.1131], [-0.0819, -0.0268, -0.0179], [-0.0895, -0.0486, 0.1274], [0.1385, -0.0259, 0.0828], [0.1514, -0.0130, 0.0468], [-0.0574, -0.0955, -0.0028], [0.0316, 0.0192, -0.0149], [-0.0386, -0.1062, -0.1030], [-0.1164, -0.0099, 0.1039], [0.0014, 0.1574, -0.0068], [0.0355, -0.0515, -0.1213]],
  "lowdin_charge": [-0.09, 0.15, -0.22, -0.23, -0.30, 0.07, -0.14, 0.07, 0.07, 0.12, 0.02, 0.04, 0.13, 0.12, 0.09, 0.09]
}

6.
{
  "formula": "C5H9NO",
  "method": "wB97M-V/def2-TZVPD",
  "relative_energy_kcal_mol": 26.9,
  "e_homo_ha": -0.301,
  "homo_lumo_gap_ev": 8.934,
  "smiles": "Cc1cc[nH]c1.O",
  "charge": 0,
  "e_tot_ha": -325.89474,
  "species": ["O", "N", "C", "C", "C", "C", "C", "H", "H", "H", "H", "H", "H", "H", "H", "H"],
  "coordinates": [[4.512, 1.569, 5.342], [0.666, 0.416, -1.287], [-2.405, -1.621, -1.461], [-1.229, -0.737, -1.204], [0.022, -0.705, -1.756], [-0.168, 1.106, -0.449], [-1.354, 0.389, -0.364], [-2.233, -2.694, -1.589], [0.152, 2.016, 0.027], [1.636, 0.629, -1.512], [-3.161, -1.530, -0.685], [0.423, -1.346, -2.516], [-2.196, 0.907, 0.069], [4.170, 0.737, 4.985], [4.042, 2.203, 4.807], [-2.878, -1.341, -2.409]],
  "forces_ev_per_angstrom": [[-0.1283, -0.5697, -0.1419], [0.5247, -0.1336, -0.2760], [-0.3616, -0.5791, -0.8736], [-0.8230, -0.1436, 0.3461], [-0.2778, 0.0410, 0.0822], [-0.0080, -0.7966, -0.1327], [1.2104, 1.9606, -0.1065], [0.4884, 0.1196, 0.2333], [-0.0355, 0.0548, 0.0016], [-0.6537, 0.0390, 0.2495], [0.0669, 0.1509, 0.0901], [0.3461, -0.0881, 0.0309], [-0.3675, -0.7788, 0.2323], [0.2380, -0.0136, 0.2717], [-0.1124, 0.5817, -0.1295], [-0.1068, 0.1554, 0.1224]],
  "lowdin_charge": [-0.06, 0.00, -0.07, -0.31, -0.09, -0.13, -0.07, 0.07, 0.10, 0.15, 0.07, 0.11, 0.10, 0.04, 0.02, 0.08]
}

7.
{
  "formula": "C5H9NO",
  "method": "wB97M-V/def2-TZVPD",
  "relative_energy_kcal_mol": 140.9,
  "e_homo_ha": [-0.256, -0.228],
  "homo_lumo_gap_ev": [7.681, 7.106],
  "charge": 0,
  "e_tot_ha": -325.71300,
  "species": ["O", "N", "C", "C", "C", "C", "C", "H", "H", "H", "H", "H", "H", "H", "H", "H"],
  "coordinates": [[-2.958, 0.611, -0.587], [-0.112, 0.726, 2.257], [-2.249, 1.324, 0.102], [1.648, 0.301, -0.568], [0.552, -0.538, 0.107], [-0.054, 0.362, 1.117], [-0.266, -1.455, -0.861], [1.084, -1.241, 0.727], [-2.258, 2.400, 0.205], [2.288, 0.576, 0.163], [1.182, 1.158, -0.954], [2.046, -0.241, -1.487], [0.444, 1.025, 3.012], [0.539, -1.821, -1.494], [-0.765, -2.178, -0.274], [-1.120, -1.009, -1.464]],
  "forces_ev_per_angstrom": [[1.0725, 2.1701, 1.5189], [-0.1970, 1.0432, -0.2936], [0.6033, -3.8859, -1.4486], [-2.2342, -2.3358, -3.1200], [0.6912, -0.0769, -0.0618], [-3.2216, -0.3116, -1.3558], [-0.6165, 2.3964, -0.2183], [0.4014, -0.6615, 0.3711], [-0.6121, 1.0647, 0.0265], [2.7622, 0.8006, 1.8686], [-0.5636, 1.4904, -0.6397], [0.0581, 0.5717, 1.5311], [1.0102, -0.4679, 0.9311], [-0.4621, -0.6074, -0.2235], [-0.1556, -1.2313, 0.4845], [1.4638, 0.0411, 0.6296]],
  "lowdin_charge": [-0.06, 0.16, -0.08, -0.06, -0.40, -0.15, -0.05, 0.12, 0.03, 0.04, 0.06, 0.11, 0.06, 0.07, 0.06, 0.09]
}

8.
{
  "formula": "C5H9NO",
  "method": "wB97M-V/def2-TZVPD",
  "relative_energy_kcal_mol": 111.8,
  "e_homo_ha": -0.308,
  "homo_lumo_gap_ev": 8.834,
  "charge": 0,
  "e_tot_ha": -325.75935,
  "species": ["O", "N", "C", "C", "C", "C", "C", "H", "H", "H", "H", "H", "H", "H", "H", "H"],
  "coordinates": [[-0.670, 1.240, 2.100], [-0.993, 0.529, -0.115], [1.010, -0.411, 0.248], [-0.295, 0.871, 1.020], [-2.395, 0.184, -0.009], [-0.037, -0.294, -0.843], [2.447, -0.190, -0.129], [0.803, 1.074, 0.659], [-2.855, 0.224, -1.000], [3.072, 0.025, 0.743], [0.243, 0.152, -1.809], [-2.537, -0.819, 0.419], [-2.881, 0.914, 0.641], [2.652, 0.544, -0.924], [2.775, -1.171, -0.506], [-0.455, -1.295, -1.019]],
  "forces_ev_per_angstrom": [[0.1938, -0.1163, -0.4083], [0.0566, 0.0245, 0.1741], [0.1173, 0.0147, -0.2181], [-0.3935, 0.1320, 0.2844], [-0.1485, -0.0004, -0.0070], [0.0762, -0.0405, -0.0589], [0.0662, 0.0489, 0.0260], [0.0698, -0.0975, -0.0374], [0.0613, -0.0152, 0.1400], [-0.0927, -0.0506, -0.1208], [-0.0043, -0.0544, 0.1430], [0.0349, 0.1330, -0.0511], [0.0456, -0.1126, -0.0924], [-0.0763, -0.1009, 0.1091], [-0.0662, 0.0974, 0.0690], [0.0598, 0.1379, 0.0485]],
  "lowdin_charge": [0.09, -0.14, -0.07, -0.42, -0.04, -0.21, -0.15, 0.16, 0.09, 0.08, 0.12, 0.10, 0.09, 0.07, 0.09, 0.13]
}